[1]
Below is a molecular structure, C10H10AlClF4N2OP, with properties calculated with ωB97M-V/def2-TZVPD.

## Properties
E_LUMO	1.43	eV
molecular weight	343.60	g mol⁻¹
gap between HOMO and LUMO	7.68	eV
total charge	-1

Each line ends with the Löwdin charge.
Geometry (Å):
1 C -1.6112 -0.9541 -3.0488  -0.10
2 C -0.2012 -0.3250 -3.0831  -0.20
3 C 0.4167 -0.0693 -1.7339  -0.17
4 C 0.7821 1.1979 -1.3830  -0.01
5 C 1.3885 1.4414 -0.1327  -0.10
6 C 1.6334 0.4292 0.7451  -0.36
7 P 2.4578 1.0109 2.2930  0.54
8 O 2.9415 -0.3205 3.1292  -0.39
9 Cl 0.8774 1.6235 3.4489  0.27
10 C 1.2517 -0.8994 0.4115  -0.20
11 N 1.5013 -1.9104 1.2892  0.13
12 C 1.1271 -3.0947 0.8937  -0.12
13 C 0.5142 -3.3349 -0.3429  -0.12
14 N 0.2761 -2.4034 -1.2240  0.15
15 C 0.6479 -1.1494 -0.8371  -0.16
16 H -2.0988 -0.8736 -2.0847  0.08
17 H -2.2159 -0.5153 -3.8378  0.06
18 H -1.5336 -2.0064 -3.2993  0.05
19 H -0.2038 0.5851 -3.6739  0.10
20 H 0.4525 -1.0252 -3.6042  0.11
21 H 0.6098 2.0195 -2.0589  0.11
22 H 1.6735 2.4540 0.1166  0.10
23 H 3.3725 -0.9117 2.4996  0.03
24 H 1.2967 -3.9329 1.5557  0.10
25 H 0.2309 -4.3499 -0.5894  0.10
26 F -2.8058 2.8012 4.4434  -0.21
27 Al -3.1183 3.4628 2.9118  -0.18
28 F -4.1714 4.7861 3.0673  -0.21
29 F -3.8330 2.2846 1.9183  -0.21
30 F -1.6586 3.9799 2.2103  -0.22

---

[2]
Below is 2 unconnected molecules or ions with the total composition C10H10BN2, with properties calculated with ωB97M-V/def2-TZVPD.

## Properties
E_LUMO	2.20	eV
molecular weight	169.02	g mol⁻¹
gap between HOMO and LUMO	5.33	eV
energy relative to the best compared isomer or geometry (same formula, charge and spin)	0.00	kJ/mol
total charge	-1

Each line ends with the Löwdin charge.
Geometry (Å):
1 C 1.1377 -0.6641 1.0127  -0.15
2 C -0.0522 -1.0393 1.8642  -0.34
3 C 0.0427 -0.9419 3.2560  -0.32
4 N 0.1509 -0.8424 4.4240  0.04
5 C -1.0987 -1.8153 1.3651  -0.34
6 N -1.9968 -2.4556 0.9512  0.06
7 C 0.8466 -0.4779 -0.4737  -0.22
8 C -0.4377 -0.2130 -0.9577  -0.05
9 C -0.6879 -0.3582 -2.3278  -0.09
10 C 0.3576 -0.6457 -3.2074  -0.12
11 C 1.6747 -0.6973 -2.7342  -0.11
12 C 1.9202 -0.5737 -1.3646  -0.07
13 H 1.8668 -1.4989 1.0871  0.11
14 H -1.2420 0.0573 -0.2703  0.11
15 H -1.7063 -0.2561 -2.6893  0.10
16 H 0.1520 -0.8161 -4.2624  0.09
17 H 2.5103 -0.8413 -3.4181  0.09
18 H 2.9429 -0.5967 -0.9674  0.11
19 H 1.6213 0.2060 1.4188  0.10
20 B -2.0109 3.6246 1.8238  0.11
21 H -2.2181 3.2172 0.6911  -0.04
22 H -2.4563 3.0171 2.7795  -0.03
23 H -1.3168 4.6113 1.9993  -0.05

---

[3]
Below is a molecular structure, C10H10Br3ClO2S, with properties calculated with ωB97M-V/def2-TZVPD.

## Properties
E_LUMO	-1.59	eV
molecular weight	469.42	g mol⁻¹
gap between HOMO and LUMO	8.14	eV

Each line ends with the Löwdin charge.
Geometry (Å):
1 C -2.0554 1.5037 0.4381  -0.10
2 C -2.8534 0.6571 -0.5529  -0.70
3 Cl -3.1587 1.5343 -2.0950  0.61
4 C -2.3232 -0.7809 -0.7708  -0.18
5 C -0.8360 -0.9958 -0.7316  -0.15
6 C -0.2739 -2.0367 -0.0811  -0.44
7 S -1.2141 -3.2599 0.8124  0.84
8 C 1.2063 -2.2786 -0.0804  -0.42
9 O 1.6727 -3.3112 0.3359  0.09
10 C 2.1204 -1.2287 -0.5871  -0.12
11 C 1.5595 -0.2016 -1.2337  -0.10
12 C 0.1045 -0.0952 -1.4654  -0.35
13 O -0.2789 0.7118 -2.2782  0.10
14 H -2.2922 2.5504 0.2397  0.07
15 H -0.9759 1.4154 0.3413  0.06
16 H -2.4126 1.3094 1.4496  0.09
17 H -3.8495 0.5404 -0.1304  0.09
18 H -2.8422 -1.4293 -0.0717  0.08
19 H -2.6550 -1.0843 -1.7702  0.12
20 H -1.5034 -4.1057 -0.1883  -0.10
21 H 3.1877 -1.3277 -0.4583  0.11
22 H 2.2054 0.5669 -1.6386  0.11
23 C 3.4769 2.2476 2.2328  -1.61
24 Br 2.7297 3.9834 1.8776  0.58
25 Br 2.5649 0.8703 1.2102  0.76
26 Br 5.3719 2.2024 1.9133  0.58
27 H 3.3244 2.0423 3.2829  -0.03

---

[4]
Below is 2 unconnected molecules or ions with the total composition C10H10Cl2Si, with properties calculated with ωB97M-V/def2-TZVPD.

## Properties
E_LUMO (spin up / spin down)	0.78 / -1.94	eV
molecular weight	229.18	g mol⁻¹
gap between HOMO and LUMO (spin up / spin down)	7.27 / 6.50	eV
energy relative to the best compared isomer or geometry (same formula, charge and spin)	0.00	kJ/mol
spin multiplicity	3
expectation value of S²	2.029

Each line ends with the Löwdin spin population.
Geometry (Å):
1 C 1.4542 0.2964 1.5846  0.07
2 C 0.3527 0.9267 2.2262  0.04
3 C 1.5626 0.0348 0.2695  0.05
4 C -0.6312 1.4637 1.4130  0.08
5 C 0.5130 0.4463 -0.5258  0.07
6 C -0.6306 1.1622 0.0544  0.09
7 C 0.2850 0.4514 -1.9534  0.32
8 C -0.9416 1.0920 -2.2500  0.01
9 C -1.4867 1.5367 -1.0143  0.36
10 C -2.2901 -2.0183 -1.5380  0.12
11 Si -2.6170 -1.1624 0.1576  0.51
12 Cl -4.5210 -1.5479 0.7580  0.12
13 Cl -1.6609 -1.5259 1.8076  0.11
14 H 2.2532 -0.0873 2.3231  0.00
15 H 0.3676 1.0968 3.3338  0.00
16 H 2.4320 -0.4984 -0.1556  0.00
17 H -1.5124 2.1154 1.7616  0.00
18 H 0.8673 -0.2660 -2.5832  0.01
19 H -1.3024 1.2842 -3.2271  -0.01
20 H -2.3113 2.2034 -0.9723  0.02
21 H -3.0139 -2.8232 -1.4293  0.01
22 H -2.3936 -1.4207 -2.5515  0.00
23 H -1.3183 -2.3229 -1.5459  0.00

---

[5]
Below is a molecular structure, C10H10ClHfNO2, with properties calculated with ωB97M-V/def2-TZVPD.

## Properties
E_LUMO	-2.89	eV
molecular weight	390.14	g mol⁻¹
gap between HOMO and LUMO	3.13	eV

Each line ends with the Löwdin charge.
Geometry (Å):
1 C 1.6331 2.3353 1.0112  -0.29
2 C 0.1839 2.2235 1.3127  -0.16
3 C -0.4989 2.0222 0.0605  -0.09
4 H -0.2959 2.7795 2.1391  0.12
5 C 0.4632 1.7874 -0.9478  -0.13
6 C 1.7886 2.0741 -0.3950  -0.24
7 H 2.7016 1.9548 -0.9556  0.10
8 H 2.3971 2.5550 1.7381  0.10
9 H -1.5587 2.0477 -0.0894  0.11
10 H 0.1808 1.7088 -1.9744  0.11
11 Hf 1.5377 0.0642 0.7696  1.35
12 Cl 1.6334 -0.4195 3.1133  -0.05
13 C -1.3240 -2.6674 -0.0058  -0.20
14 C -1.6322 -2.0235 -1.2565  -0.20
15 C -2.4495 -0.8824 -0.9769  -0.22
16 H -1.2098 -2.2602 -2.2199  0.05
17 C -2.6888 -0.8383 0.4326  -0.21
18 C -1.9763 -1.9286 1.0303  -0.20
19 H -1.8822 -2.1121 2.0865  0.06
20 H -0.5058 -3.3626 0.1502  0.05
21 H -2.6925 -0.0854 -1.6595  0.06
22 H -3.2288 -0.0440 0.9292  0.06
23 O 3.3927 -2.5445 -1.9945  0.17
24 N 3.6428 -1.4490 -1.7665  0.19
25 O 2.3883 -0.9350 -0.5316  -0.53

---

[6]
Below is a molecular structure, C10H10ClMnNO2, with properties calculated with ωB97M-V/def2-TZVPD.

## Properties
E_LUMO (spin up / spin down)	2.11 / 3.06	eV
molecular weight	266.59	g mol⁻¹
gap between HOMO and LUMO (spin up / spin down)	5.71 / 6.66	eV
energy relative to the best compared isomer or geometry (same formula, charge and spin)	37.09	kJ/mol
spin multiplicity	5
expectation value of S²	6.212
total charge	-1

Each line ends with the Löwdin spin population.
Geometry (Å):
1 C -2.1029 -1.0898 0.2528  0.05
2 C -1.5097 -1.2993 -1.0672  -0.03
3 C -1.2530 0.0233 -1.6244  -0.08
4 H -1.3216 -2.2553 -1.5564  0.00
5 C -1.6905 1.0029 -0.6623  0.09
6 C -2.1998 0.3187 0.4775  -0.04
7 H -2.7052 0.7740 1.3222  0.00
8 H -2.4945 -1.8481 0.9104  0.00
9 H -0.9376 0.2251 -2.6453  0.00
10 H -1.7017 2.0827 -0.8120  0.01
11 Mn 0.0164 -0.4938 0.0325  3.79
12 Cl 0.1743 -2.3084 1.4071  0.15
13 C 2.2956 -0.0076 0.6056  0.04
14 C 1.9349 1.2299 -0.0044  0.02
15 C 1.4263 0.9554 -1.3048  0.06
16 H 2.0966 2.2201 0.4182  0.00
17 C 1.4665 -0.4817 -1.5217  -0.08
18 C 2.0744 -1.0745 -0.3445  0.00
19 H 2.3813 -2.1145 -0.2610  0.00
20 H 2.7643 -0.1213 1.5838  0.00
21 H 1.1597 1.7060 -2.0520  0.00
22 H 1.2444 -1.0259 -2.4466  0.00
23 O -0.3153 1.3390 4.1808  0.01
24 N -0.6905 0.9286 3.0807  0.00
25 O -0.1123 1.3146 2.0307  0.03

---

[7]
Below is a molecular structure, C10H10ClNO2Yb, with properties calculated with ωB97M-V/def2-TZVPD.

## Properties
E_LUMO (spin up / spin down)	1.00 / 1.02	eV
molecular weight	384.69	g mol⁻¹
gap between HOMO and LUMO (spin up / spin down)	3.41 / 3.43	eV
spin multiplicity	2
expectation value of S²	0.751
total charge	-1

Each line ends with the Löwdin spin population.
Geometry (Å):
1 C -3.2581 -1.1485 0.0052  0.00
2 C -2.0734 -1.3793 -0.7506  0.00
3 C -1.4595 -0.1254 -0.9811  0.00
4 H -1.7201 -2.3288 -1.1630  0.00
5 C -2.2243 0.8855 -0.3446  0.00
6 C -3.3620 0.2585 0.2559  0.00
7 H -4.1976 0.7827 0.7083  0.00
8 H -3.9846 -1.9118 0.2691  0.00
9 H -0.6187 0.0579 -1.6529  0.00
10 H -1.9931 1.9501 -0.3899  0.00
11 Yb -1.3529 -0.5413 1.9175  0.99
12 Cl -0.1336 -2.6634 2.0303  0.00
13 C 3.2964 0.1749 0.2221  0.00
14 C 2.7068 1.3646 -0.2944  0.00
15 C 1.9802 1.0265 -1.4715  0.00
16 H 2.8180 2.3577 0.1446  0.00
17 C 2.1202 -0.3929 -1.6857  0.00
18 C 2.9352 -0.9065 -0.6291  0.00
19 H 3.2368 -1.9447 -0.4927  0.00
20 H 3.9835 0.1102 1.0590  0.00
21 H 1.4215 1.7185 -2.1028  0.00
22 H 1.6483 -0.9890 -2.4741  0.00
23 O 0.5618 0.2703 2.9199  0.00
24 N 0.3670 1.5308 2.7662  0.00
25 O -0.6974 1.8436 2.1342  0.00

---

[8]
Below is a molecular structure, C10H10ClNO3Pb, with properties calculated with ωB97M-V/def2-TZVPD.

## Properties
E_LUMO	5.14	eV
molecular weight	434.85	g mol⁻¹
gap between HOMO and LUMO	5.13	eV
total charge	-2

Each line ends with the Löwdin charge.
Geometry (Å):
1 C -2.5793 -0.9584 -0.1669  -0.43
2 C -1.8521 -1.1303 -1.3951  -0.20
3 C -1.5932 0.1439 -1.9323  -0.17
4 H -1.6183 -2.0714 -1.8973  0.08
5 C -2.0922 1.1231 -1.0326  -0.15
6 C -2.6496 0.4560 0.0870  -0.27
7 H -3.0723 0.9266 0.9636  0.07
8 H -3.0669 -1.7512 0.3913  0.05
9 H -1.2457 0.3502 -2.9465  0.08
10 H -2.1381 2.1889 -1.2732  0.08
11 Pb -0.8683 -1.2422 1.6805  1.16
12 Cl 0.2263 -3.3406 1.0221  -0.29
13 C 2.6809 0.2186 0.1245  -0.21
14 C 2.3168 1.4579 -0.4960  -0.22
15 C 1.8115 1.1649 -1.7892  -0.24
16 H 2.4323 2.4454 -0.0814  0.04
17 C 1.8974 -0.2419 -1.9978  -0.24
18 C 2.4118 -0.8315 -0.8223  -0.24
19 H 2.5675 -1.8948 -0.6574  0.04
20 H 3.1042 0.0715 1.1106  0.05
21 H 1.5417 1.8778 -2.5559  0.04
22 H 1.6680 -0.7502 -2.9269  0.05
23 O 1.0469 0.5206 4.9253  -0.06
24 N 0.0572 0.4406 4.1543  -0.61
25 O -1.0158 -0.1658 4.5267  -0.19
26 O 0.0294 0.9921 2.9848  -0.21

---

[9]
Below is a molecular structure, C10H10F12NO8S2Sc, with properties calculated with ωB97M-V/def2-TZVPD.

## Properties
E_LUMO	0.00	eV
molecular weight	609.26	g mol⁻¹
gap between HOMO and LUMO	10.35	eV

Each line ends with the Löwdin charge.
Geometry (Å):
1 Sc -0.9105 0.3724 -0.7090  1.14
2 C -2.1968 -0.1125 2.8586  0.01
3 C -0.9722 -0.6908 2.1751  -0.47
4 C 0.0455 -1.2414 3.1524  0.01
5 O -0.3445 0.3832 1.3853  -0.08
6 C -1.3947 -1.7884 1.1684  -0.56
7 O -1.8253 -2.8277 1.5984  0.13
8 O -1.2482 -1.4748 -0.0920  -0.08
9 H -2.7661 -0.9235 3.3106  0.11
10 H -2.8385 0.3974 2.1391  0.08
11 H -1.9040 0.5959 3.6343  0.10
12 H 0.3286 -0.4780 3.8809  0.10
13 H 0.9328 -1.5992 2.6277  0.10
14 H -0.3955 -2.0832 3.6814  0.10
15 H 0.4471 0.7279 1.8087  0.13
16 C 1.8813 0.8440 -3.9686  0.04
17 C 1.5006 0.6898 -2.5030  -0.43
18 O 0.1498 0.4838 -2.3291  -0.18
19 C 2.2264 -0.5259 -1.8822  -0.55
20 F 1.7346 -0.7740 -0.6356  0.12
21 F 3.5462 -0.3615 -1.7611  0.18
22 F 2.0097 -1.6215 -2.6051  0.18
23 C 1.8499 1.9838 -1.7371  -0.54
24 F 1.3968 1.8914 -0.4428  0.11
25 F 3.1497 2.2624 -1.6743  0.18
26 F 1.2250 3.0268 -2.2781  0.18
27 H 1.6486 -0.0785 -4.4940  0.10
28 H 2.9409 1.0708 -4.0853  0.11
29 H 1.2889 1.6502 -4.3949  0.10
30 F -4.0652 3.3972 -3.1590  0.18
31 C -2.9059 2.8958 -2.7940  -0.67
32 F -1.9525 3.8049 -2.9751  0.16
33 F -2.6211 1.8144 -3.5154  0.15
34 S -2.9152 2.4506 -0.9788  0.67
35 O -1.4951 2.5145 -0.6029  -0.34
36 O -3.8441 3.3254 -0.3652  -0.20
37 N -3.1284 0.8741 -0.8446  -0.35
38 S -4.4496 0.1099 -1.4360  0.64
39 O -4.0337 -1.1292 -1.9888  -0.22
40 O -5.2696 1.0407 -2.1403  -0.24
41 C -5.3413 -0.2787 0.1350  -0.68
42 F -4.6262 -1.1241 0.8703  0.15
43 F -5.5375 0.8426 0.8258  0.15
44 F -6.5114 -0.8278 -0.1627  0.17

---

[10]
Below is 2 unconnected molecules or ions with the total composition C10H10N2, with properties calculated with ωB97M-V/def2-TZVPD.

## Properties
E_LUMO	0.53	eV
SMILES	c1ccncc1.c1ccncc1
molecular weight	158.20	g mol⁻¹
gap between HOMO and LUMO	9.76	eV
energy relative to the best compared isomer or geometry (same formula, charge and spin)	320.09	kJ/mol

Each line ends with the Löwdin charge.
Geometry (Å):
1 C -2.4674 -0.2205 0.0584  -0.08
2 C -1.1350 0.1274 0.0644  -0.12
3 C -0.6114 0.5226 1.3177  -0.14
4 N -1.3444 0.5323 2.4482  0.05
5 C -2.5985 0.0432 2.4430  -0.14
6 C -3.2425 -0.2512 1.2307  -0.06
7 H -2.9835 -0.2476 -0.8922  0.10
8 H -0.5341 0.2199 -0.8286  0.06
9 H 0.4494 0.8716 1.3476  0.11
10 H -3.1787 0.1057 3.3554  0.10
11 H -4.2232 -0.6168 1.1006  0.08
12 C 1.2262 -0.4699 -1.8846  -0.11
13 C 2.2629 0.3844 -2.2653  -0.06
14 C 3.2214 0.6942 -1.2592  -0.15
15 N 3.2332 0.2464 0.0301  0.06
16 C 2.1318 -0.5615 0.3608  -0.13
17 C 1.0818 -0.8096 -0.5445  -0.19
18 H 0.3806 -0.6184 -2.6076  0.13
19 H 2.4005 0.9484 -3.2304  0.12
20 H 3.8870 1.4767 -1.4042  0.07
21 H 1.8357 -0.8880 1.4700  0.15
22 H 0.2080 -1.4892 -0.3102  0.13

---

[11]
Below is C10H10N2S in the gas phase, with properties calculated with ωB97M-V/def2-TZVPD.

## Properties
E_LUMO	0.41	eV
SMILES	S=C=Nc1ccc2c(c1)CNCC2
molecular weight	190.27	g mol⁻¹
gap between HOMO and LUMO	8.98	eV
energy relative to the best compared isomer or geometry (same formula, charge and spin)	175.13	kJ/mol

Each line ends with the Löwdin charge.
Geometry (Å):
1 S -3.5130 3.6353 3.7282  0.62
2 C -2.5519 2.6367 2.9158  -0.76
3 N -1.8483 1.9030 2.3732  0.13
4 C -1.3528 0.9800 1.4649  -0.28
5 C -1.9982 -0.2338 1.1910  -0.01
6 C -1.3719 -1.0984 0.2817  -0.02
7 C -0.1242 -0.8093 -0.3504  -0.16
8 C 0.3602 0.5128 -0.1765  -0.15
9 C -0.3585 1.3122 0.6625  -0.02
10 C 1.6907 0.8457 -0.8069  -0.15
11 N 2.0768 -0.1206 -1.8332  -0.08
12 C 2.0199 -1.4517 -1.3849  -0.27
13 C 0.5818 -1.8024 -1.1974  -0.17
14 H -2.8460 -0.5651 1.9022  0.15
15 H -1.9344 -2.0093 -0.0060  0.12
16 H 0.0943 2.3004 0.7949  0.14
17 H 1.6379 1.8410 -1.2627  0.12
18 H 2.5206 0.7330 -0.0064  0.16
19 H 1.3933 -0.0809 -2.5769  0.11
20 H 2.6312 -1.7235 -0.4412  0.16
21 H 2.4090 -2.0976 -2.1235  0.10
22 H 0.4295 -2.9108 -0.9622  0.14
23 H 0.0540 -1.7968 -2.1862  0.13

---

[12]
Below is a gas-phase ion, C10H10NO (charge +1), with properties calculated with ωB97M-V/def2-TZVPD.

## Properties
E_LUMO	-6.03	eV
molecular weight	160.20	g mol⁻¹
gap between HOMO and LUMO	7.44	eV
energy relative to the best compared isomer or geometry (same formula, charge and spin)	308.70	kJ/mol
total charge	+1

Each line ends with the Löwdin charge.
Geometry (Å):
1 C 1.3892 -3.2531 0.8968  0.01
2 C -0.0084 -2.9611 0.8924  -0.03
3 C 2.3182 -2.2183 0.7776  0.00
4 C -0.4519 -1.6591 0.9295  0.01
5 C 1.8416 -0.8895 0.7427  0.06
6 C 0.4552 -0.6002 0.7446  -0.21
7 C -0.1763 2.0542 -1.9759  -0.06
8 C -0.5356 1.8181 0.7364  0.13
9 C -0.0042 0.6839 0.8127  0.16
10 C -0.8226 2.4568 -0.7351  -0.51
11 N -2.1007 2.8950 -0.8221  0.13
12 O 0.1841 3.2464 -1.3384  0.03
13 H 1.8440 -4.1899 0.9655  0.11
14 H -0.6880 -3.8333 1.1554  0.15
15 H 3.2901 -2.6129 0.8408  0.11
16 H -1.5155 -1.6843 1.1044  0.13
17 H 2.3844 0.0104 0.7477  0.12
18 H 0.7007 1.3168 -2.0320  0.16
19 H -0.7361 2.3675 -2.8172  0.12
20 H -0.9386 2.5277 1.4032  0.13
21 H -2.4908 3.8119 -0.6025  0.13
22 H -2.6694 2.3272 -1.4558  0.13